C4H14N3 | wB97M-V/def2-TZVPD

Electronic energy: -8837.5093 eV
Molar mass: 104.18 g mol⁻¹
HOMO: -0.472 Eh
Gap between HOMO and LUMO: 7.9422 eV
Net charge: +1
ΔE to the lowest compared entry with this formula, charge and spin: 242.5 kJ/mol
F_max: 1.64 eV Å⁻¹

Element x y z (Å)
1 N -0.087 -1.646 -0.532
2 N 1.392 1.229 -0.210
3 N -0.511 2.028 1.161
4 C -0.951 0.772 1.794
5 C 0.034 1.841 -0.156
6 C 0.238 -1.315 -1.922
7 C 0.115 -2.757 0.048
8 H 2.150 1.896 -0.223
9 H -0.554 1.142 -0.788
10 H -1.688 0.300 1.125
11 H -1.290 2.646 1.016
12 H -1.346 1.018 2.774
13 H 0.969 -0.507 -1.923
14 H 1.506 0.781 0.689
15 H -0.030 -2.834 1.116
16 H 0.081 2.785 -0.693
17 H -0.048 0.180 1.967
18 H 0.476 -3.583 -0.555
19 H 0.570 -2.221 -2.415
20 H -0.668 -0.887 -2.351
21 H -0.356 -0.869 0.078